No. 1
76
Properties=species:S:1:pos:R:3 method="wB97M-V/def2-TZVPD" orbital_gap_ha=0.3169 total_charge=0 lumo_ha=0.008
C 0.62 -3.04 2.33
O 1.46 -3.26 1.45
N 0.39 -3.78 3.40
N -0.17 -2.01 2.27
H 0.79 -4.71 3.48
H -0.38 -3.57 4.01
H -0.06 -1.36 1.50
H -0.86 -2.03 3.00
C -2.00 -2.53 -0.75
O -0.91 -2.99 -0.91
N -2.30 -1.27 -0.41
N -3.09 -3.16 -1.08
H -1.55 -0.58 -0.39
H -3.22 -0.93 -0.64
H -2.98 -4.07 -1.49
H -3.98 -2.68 -1.04
C 0.58 2.92 -2.65
O 0.88 2.12 -3.46
N 0.63 2.57 -1.38
N 0.43 4.19 -2.83
H 0.37 3.31 -0.75
H 0.72 1.60 -1.13
H 0.46 4.76 -1.99
H 0.43 4.53 -3.77
C -1.63 0.54 3.22
O -2.29 1.52 3.45
N -1.90 -0.42 2.38
N -0.39 0.34 3.68
H -1.19 -0.98 1.95
H -2.84 -0.41 2.00
H 0.09 -0.47 3.30
H -0.10 1.02 4.36
C 3.31 1.42 1.39
O 2.80 1.87 0.36
N 3.72 2.10 2.37
N 3.61 0.20 1.57
H 3.79 3.09 2.19
H 4.21 1.66 3.13
H 3.29 -0.40 0.82
H 4.20 -0.17 2.30
C 0.22 -0.46 0.34
O -0.38 -0.45 1.37
N 0.93 0.52 -0.13
N 0.35 -1.49 -0.42
H 1.43 0.39 -1.01
H 1.34 1.16 0.53
H 0.88 -1.43 -1.28
H -0.22 -2.29 -0.17
C -1.97 0.44 -2.45
O -1.84 -0.15 -3.48
N -3.06 0.68 -1.83
N -1.04 0.79 -1.62
H -3.12 1.26 -1.00
H -3.87 0.15 -2.12
H -0.11 0.58 -1.96
H -1.31 1.36 -0.83
C -1.72 2.08 0.42
O -2.56 1.57 -0.18
N -0.91 1.40 1.15
N -1.41 3.30 0.24
H -0.39 2.01 1.76
H -0.96 0.39 1.21
H -0.87 3.78 0.94
H -2.06 3.64 -0.45
O 3.64 0.46 -1.28
H 2.76 0.51 -1.66
H 3.51 0.01 -0.45
O 1.52 0.52 -2.10
H 1.09 -0.25 -2.47
H 1.83 1.01 -2.87
O 0.45 -4.10 -1.81
H 1.00 -4.23 -1.03
H -0.34 -3.67 -1.48
O 0.76 -1.34 -2.69
H 1.48 -1.76 -3.14
H 0.03 -1.37 -3.31

***

No. 2
60
Properties=species:S:1:pos:R:3 method="wB97M-V/def2-TZVPD" orbital_gap_ha=0.3363 total_charge=0 lumo_ha=-0.018 smiles=CCO.CCO.CCO.CCO.O.O.O.O.O.O.O.O
C -2.89 3.86 0.94
C -3.12 5.18 1.65
O -3.07 6.22 0.72
H -3.76 3.53 0.37
H -2.67 3.09 1.67
H -2.02 3.84 0.29
H -2.29 5.24 2.35
H -4.07 5.26 2.18
H -2.17 6.24 0.41
C -0.63 0.06 0.23
C 0.43 -0.46 1.22
O 1.48 -1.14 0.48
H -1.06 -0.82 -0.25
H -0.04 0.54 -0.55
H -1.43 0.73 0.53
H 0.08 -1.08 2.04
H 0.86 0.39 1.76
H 2.10 -1.46 1.14
C 5.07 -2.19 -2.45
C 4.60 -1.45 -1.21
O 4.49 -0.07 -1.55
H 5.15 -3.26 -2.27
H 6.01 -1.73 -2.75
H 4.29 -2.11 -3.21
H 5.36 -1.52 -0.44
H 3.68 -1.87 -0.80
H 3.64 0.03 -1.99
C -4.00 0.12 -0.34
C -4.57 -0.52 -1.65
O -5.53 0.33 -2.12
H -4.80 0.30 0.37
H -3.42 1.03 -0.50
H -3.27 -0.58 0.04
H -5.02 -1.51 -1.56
H -3.84 -0.52 -2.46
H -5.95 -0.09 -2.88
O 0.99 -1.59 -2.39
H 1.06 -1.59 -1.44
H 1.37 -0.76 -2.66
O -3.19 -3.25 -0.27
H -2.30 -3.16 0.07
H -3.08 -3.55 -1.17
O 3.76 1.26 2.66
H 3.96 0.58 3.30
H 3.08 1.79 3.09
O -0.98 3.24 -1.99
H -0.55 2.96 -1.18
H -0.51 2.76 -2.68
O -0.57 -3.66 0.77
H 0.14 -3.03 0.90
H -0.30 -4.16 0.00
O 2.03 -3.08 2.53
H 1.35 -3.69 2.80
H 2.25 -2.59 3.32
O 4.15 -4.05 1.34
H 3.37 -3.67 1.73
H 3.86 -4.38 0.49
O 0.57 3.12 0.24
H 0.44 3.55 1.09
H 1.48 3.32 0.02

***

No. 3
73
Properties=species:S:1:pos:R:3 method="wB97M-V/def2-TZVPD" orbital_gap_ha=0.2956 total_charge=0 lumo_ha=-0.030
O -1.47 -3.52 0.72
H -1.13 -2.62 0.79
H -0.64 -4.02 0.62
O -0.06 1.43 2.96
H -0.30 1.48 3.87
H 0.89 1.61 2.94
O 2.49 1.92 2.00
H 2.59 0.98 2.06
H 2.56 2.19 2.96
O 2.06 -0.96 2.19
H 1.33 -1.10 2.80
H 2.72 -0.83 2.88
O -1.03 -2.39 -2.15
H -0.90 -3.33 -2.24
H -0.69 -2.21 -1.27
O -2.32 3.30 2.80
H -2.81 3.67 3.51
H -2.78 3.75 2.11
O -0.36 -1.32 3.32
H -0.37 -1.06 4.24
H -0.58 -0.55 2.87
O 2.27 -1.82 -2.16
H 1.67 -1.56 -2.87
H 2.02 -2.67 -1.81
O -2.98 0.37 3.63
H -2.95 0.65 4.55
H -2.76 1.20 3.12
O -4.69 1.55 0.16
H -4.47 0.68 0.48
H -4.02 2.14 0.50
O 0.19 4.26 1.59
H -0.18 3.43 1.91
H 0.99 4.17 1.16
C -0.07 0.13 -0.14
C -1.43 0.32 0.40
O -1.83 1.65 0.65
O 0.32 -1.21 0.14
H 0.60 0.84 0.40
H 0.08 0.34 -1.23
H -1.49 -0.37 1.24
H -2.10 -0.08 -0.39
H -1.55 1.79 1.56
H 1.16 -1.18 0.51
C 2.12 1.34 -3.35
C 2.64 1.75 -2.02
O 3.42 0.66 -1.59
O 1.52 2.41 -4.02
H 1.38 0.55 -3.25
H 2.87 1.01 -4.00
H 1.96 2.04 -1.18
H 3.35 2.50 -2.10
H 2.84 -0.10 -1.38
H 2.12 3.10 -4.14
C 1.65 -4.20 1.63
C 2.13 -3.75 0.27
O 1.17 -4.04 -0.72
O 1.51 -5.63 1.45
H 0.72 -3.79 2.15
H 2.46 -3.91 2.30
H 3.07 -4.27 0.04
H 2.25 -2.70 0.34
H 1.20 -5.03 -0.89
H 2.25 -5.93 0.93
C -2.87 1.97 -3.55
C -1.44 1.47 -3.35
O -0.70 1.20 -4.50
O -3.31 2.29 -2.27
H -3.62 1.27 -3.93
H -2.95 2.80 -4.26
H -1.53 0.50 -2.84
H -0.88 2.18 -2.69
H 0.07 1.78 -4.60
H -3.41 1.45 -1.84

***

No. 4
17
Properties=species:S:1:pos:R:3 method="wB97M-V/def2-TZVPD" orbital_gap_ha=0.3324 total_charge=0 lumo_ha=-0.025
O -1.89 -1.46 1.16
Cl 4.10 1.55 0.67
Cl 1.90 2.59 -1.59
Cl -0.70 1.73 -1.70
Br -3.63 -2.25 -1.27
C -1.56 -0.84 0.18
C 2.03 -0.21 1.30
C 0.75 -0.82 1.13
C 2.45 0.85 0.47
C 1.51 1.29 -0.53
C 0.20 0.85 -0.53
C -0.24 -0.16 0.32
C -2.63 -0.57 -0.92
H 2.57 -0.72 2.02
H 0.61 -1.83 1.68
H -3.30 0.23 -0.59
H -2.16 -0.25 -1.81